Entry 1:
Computed, not measured: a structure of composition C42H49InN2PS2, with wB97M-V/def2-TZVPD.

ORCA input file:
```
! wB97M-V def2-TZVPD RIJCOSX def2/J DEFGRID3
* xyz 1 1
In -0.80910 0.24552 0.14846
C 1.81915 1.90542 1.96164
C 0.46011 1.96328 2.01647
C -0.03625 0.53937 2.21203
C 1.21286 -0.24151 2.25505
C 2.29715 0.56189 2.15842
C 3.74879 0.18249 2.33027
C 4.60165 0.71083 1.17143
C 4.23370 0.81891 3.63734
C 3.91611 -1.33250 2.41634
C -1.00136 0.11749 3.36912
C -2.42014 0.67043 3.27948
C -1.10807 -1.41145 3.44956
C -0.36924 0.60395 4.68254
C -0.30444 3.28196 1.91484
C -0.61791 3.85913 3.30433
C 0.55180 4.32857 1.18767
C -1.60566 3.14286 1.12084
H 2.46029 2.75117 1.78322
H 1.23113 -1.29743 2.45442
H 4.39976 1.76092 0.95976
H 4.43505 0.13039 0.26022
H 5.66085 0.62153 1.41278
H 4.20050 1.90614 3.58247
H 5.26008 0.52192 3.84015
H 3.61051 0.50465 4.47334
H 3.52477 -1.82780 1.52681
H 3.40537 -1.74028 3.28542
H 4.97144 -1.59038 2.50139
H -2.95362 0.31579 2.39682
H -2.44993 1.75564 3.27985
H -2.98093 0.33500 4.15169
H -1.29704 -1.87185 2.47797
H -1.93786 -1.67612 4.10333
H -0.21247 -1.85946 3.87094
H -0.32508 1.68580 4.73475
H 0.64221 0.21636 4.79503
H -0.96256 0.25115 5.52523
H 0.27401 3.86001 3.92964
H -1.39904 3.31520 3.82689
H -0.95517 4.88885 3.19560
H 1.40825 4.63723 1.78222
H -0.05075 5.21668 1.00321
H 0.91483 3.95705 0.22742
H -2.26864 2.36928 1.50975
H -1.40114 2.93565 0.06477
H -2.16370 4.07981 1.14248
S -3.37455 0.11485 -0.24103
C -2.94528 -1.54321 -0.05317
N -1.68502 -1.89125 0.06983
C -1.52452 -3.26290 0.13395
C -0.31342 -3.93663 0.24169
C -0.33069 -5.31511 0.27603
C -1.53548 -6.02020 0.20812
C -2.74402 -5.35827 0.10867
C -2.72739 -3.97101 0.07251
S -4.06364 -2.86258 -0.06410
H 0.61462 -3.38491 0.30124
H 0.59849 -5.85853 0.36069
H -1.52277 -7.09926 0.23695
H -3.67254 -5.90603 0.05954
N 1.66618 -0.00442 -0.75412
C 1.94138 0.51364 -2.05214
C 3.15935 1.10903 -2.36322
C 3.40112 1.54280 -3.65340
C 2.44106 1.37995 -4.64924
C 1.21680 0.82670 -4.33147
C 0.95254 0.41077 -3.02541
P -0.70325 -0.03004 -2.48236
C -1.05030 -1.70113 -3.04865
C 0.01312 -2.56890 -3.28821
C -0.23128 -3.90046 -3.58411
C -1.53327 -4.36974 -3.64728
C -2.59520 -3.50634 -3.41773
C -2.35921 -2.17689 -3.11267
C -1.77144 1.14581 -3.34838
C -1.68049 2.47324 -2.93355
C -2.44523 3.45157 -3.53906
C -3.31376 3.10856 -4.56725
C -3.39528 1.79377 -4.99619
C -2.62189 0.81119 -4.39369
H 2.27127 0.38932 -0.03647
H 1.80383 -1.01376 -0.72723
H 3.92143 1.20927 -1.60238
H 4.35117 1.99794 -3.89066
H 2.64392 1.70430 -5.65832
H 0.44480 0.74570 -5.08578
H 1.03331 -2.20582 -3.25503
H 0.59745 -4.56871 -3.76839
H -1.72169 -5.40714 -3.88094
H -3.61241 -3.86786 -3.46825
H -3.19151 -1.51408 -2.91284
H -0.98660 2.75148 -2.14611
H -2.36696 4.47837 -3.21104
H -3.91971 3.86857 -5.03701
H -4.05952 1.52757 -5.80585
H -2.68375 -0.20877 -4.74988
*
```

Calculated values
ΔE to the lowest compared entry with this formula, charge and spin	76.0	kJ/mol
HOMO-LUMO gap	0.2869	Ha

Entry 2:
Computed, not measured: a structure of composition C42H49IrN4O8P2Te, with wB97M-V/def2-TZVPD.

ORCA input file:
```
! wB97M-V def2-TZVPD RIJCOSX def2/J DEFGRID3
* xyz -1 2
Ir 0.20871 1.49345 0.07639
O 3.75793 3.12676 -1.34259
P 3.32316 2.71685 0.16551
O 4.50011 2.58490 1.02861
O 2.36510 1.54012 0.05332
O 2.43824 4.01746 0.61733
P 1.15123 4.62143 -0.14763
O 1.83756 5.34789 -1.43500
O 0.48087 5.61742 0.70275
O 0.41498 3.45132 -0.76756
H 3.29288 3.91534 -1.66209
H 1.92398 6.29017 -1.24929
C -1.10412 -0.95780 5.57185
C -2.10731 0.14771 5.73660
C -3.16568 0.04518 6.63167
C -4.10545 1.05745 6.76739
C -3.98446 2.21468 6.01431
C -2.92160 2.35431 5.13536
C -2.00115 1.32183 4.97996
N -0.91435 1.46882 4.09047
C -1.00533 1.68528 2.73843
N -2.25077 1.74755 2.24134
C -2.67398 1.84641 0.89547
C -1.77717 1.73328 -0.16008
C -2.31069 1.86137 -1.44628
C -3.66273 2.05679 -1.66620
C -4.53077 2.14677 -0.58639
C -4.04841 2.05221 0.70798
C -4.97789 2.17996 1.88547
N 0.09255 1.87542 2.04258
C 1.32282 1.90653 2.80329
C 2.17492 0.81007 2.76179
C 3.35248 0.80954 3.48974
C 3.67654 1.90919 4.26657
C 2.82025 2.99743 4.30911
C 1.63086 3.02356 3.58784
C 0.70650 4.20127 3.70097
H -1.41165 -1.83781 6.13567
H -0.11687 -0.65968 5.93905
H -0.99822 -1.22673 4.51822
H -3.26124 -0.85882 7.22182
H -4.92690 0.94331 7.46314
H -4.70423 3.01629 6.11868
H -2.79316 3.26360 4.56134
H -0.02565 1.08865 4.37996
H -2.95407 1.41441 2.88038
H -1.65292 1.81211 -2.30524
H -4.04076 2.14147 -2.67767
H -5.59187 2.30225 -0.74548
H -5.99777 2.35325 1.54450
H -4.69110 3.01195 2.53430
H -4.99463 1.27572 2.50430
H 1.93691 -0.01354 2.10632
H 4.02694 -0.03360 3.41873
H 4.60715 1.93126 4.81934
H 3.08068 3.86388 4.90585
H 1.22981 5.04311 4.15436
H -0.14959 3.95821 4.33745
H 0.32829 4.52705 2.73400
C 0.51268 -2.46965 1.38180
C -0.29074 -1.18025 1.36142
O -1.17483 -0.97965 2.20597
N 0.00848 -0.38089 0.32635
Te -0.80373 -1.99768 -2.41732
C -0.84895 -3.15455 -4.20946
C -0.28385 -2.68223 -5.40037
C 0.33909 -1.31967 -5.52170
C -0.30071 -3.50192 -6.52952
C -0.87436 -4.76190 -6.51640
C -0.87660 -5.63437 -7.74307
C -1.45757 -5.20029 -5.33391
C -1.45588 -4.42061 -4.18420
C -2.10444 -4.96980 -2.93960
C 1.29264 -1.67371 -2.39663
C 1.78893 -0.36630 -2.41429
C 0.90902 0.84792 -2.50474
C 3.16235 -0.15528 -2.34017
C 4.05491 -1.21181 -2.26696
C 5.53708 -0.96442 -2.18319
C 3.54324 -2.50316 -2.25740
C 2.17694 -2.75827 -2.31091
C 1.71151 -4.18913 -2.25987
H 0.33168 -2.99989 2.31515
H 1.57826 -2.26236 1.26003
H 0.20559 -3.09144 0.53801
H -0.30591 -0.56133 -5.07419
H 0.50311 -1.06758 -6.56953
H 1.29728 -1.26926 -5.00182
H 0.14524 -3.13208 -7.44739
H -0.42955 -5.11847 -8.59256
H -1.89245 -5.92376 -8.01903
H -0.31112 -6.55269 -7.57168
H -1.92830 -6.17836 -5.30367
H -2.53872 -5.95015 -3.13639
H -2.89661 -4.31505 -2.57381
H -1.37832 -5.06392 -2.12950
H 0.02883 0.75004 -1.83492
H 0.43751 0.94394 -3.48684
H 1.46954 1.75450 -2.30084
H 3.52920 0.86360 -2.30269
H 5.74268 0.07305 -1.92253
H 6.02477 -1.17993 -3.13724
H 5.99733 -1.60168 -1.42639
H 4.22705 -3.34357 -2.18050
H 2.55142 -4.85273 -2.05268
H 1.25693 -4.49938 -3.20312
H 0.96039 -4.32817 -1.47964
*
```

Calculated values
ΔE to the lowest compared entry with this formula, charge and spin	0.0	kJ/mol
HOMO-LUMO gap (alpha / beta)	0.2671 / 0.2718	Ha
<S²>	0.76

Entry 3:
Computed, not measured: a structure of composition C42H50BrFeIN5O at a distorted geometry, with wB97M-V/def2-TZVPD.

ORCA input file:
```
! wB97M-V def2-TZVPD RIJCOSX def2/J DEFGRID3
* xyz -1 5
Fe -0.10897 -0.05271 0.08497
C -3.03087 3.56505 3.62466
C -3.97381 2.80707 2.68594
C -3.24124 2.22897 1.52023
C -3.21247 2.68256 0.22282
C -3.89571 3.87941 -0.35427
C -5.25202 3.52427 -0.96549
C -2.37549 1.77743 -0.49928
C -2.21003 1.77311 -1.87495
C -1.34951 0.92803 -2.55163
C -1.15856 0.96924 -3.97179
C -1.90298 1.84371 -4.92747
C -1.21743 3.20942 -5.03257
C -0.10558 0.13933 -4.24283
C 0.31988 -0.39458 -2.98358
C 1.41305 -1.24512 -2.86023
C 1.83495 -1.82449 -1.69708
N 1.27518 -1.53241 -0.39611
C 1.62163 -2.70326 0.37129
C 1.07268 -3.03401 1.58277
C 0.02942 -2.36693 2.21734
N -0.60593 -1.26046 1.72985
C -1.47663 -0.88457 2.71242
C -2.26176 0.25612 2.67301
C -2.39046 1.08001 1.56888
N -1.82590 0.84738 0.34215
C -1.40057 -1.76952 3.83950
C -0.46363 -2.72010 3.51723
C 0.00706 -3.86309 4.36133
C -0.59355 -5.20339 3.92991
C -2.19442 -1.62900 5.09941
C -3.62483 -2.15216 4.94486
C 2.66724 -3.38295 -0.29364
C 2.81949 -2.82858 -1.55605
C 3.86905 -3.13718 -2.57696
C 3.48667 -4.23881 -3.56725
C 3.54994 -4.38694 0.37248
C 4.46694 -3.64561 1.35136
N -0.46541 0.06257 -1.96321
C 0.51932 -0.14444 -5.57023
C -0.01457 -1.43190 -6.20467
H -3.57439 3.96611 4.48046
H -2.55834 4.38868 3.09384
H -2.24559 2.90317 3.98455
H -4.75373 3.48423 2.32885
H -4.46578 2.00388 3.24249
H -3.25867 4.32372 -1.12376
H -4.04091 4.62596 0.43142
H -5.12520 2.80229 -1.76695
H -5.74133 4.40963 -1.36838
H -5.89926 3.07938 -0.21364
H -2.77636 2.48802 -2.45055
H -2.93518 1.97574 -4.59423
H -1.93281 1.37515 -5.91486
H -1.16902 3.67758 -4.05197
H -1.75526 3.86659 -5.71612
H -0.19755 3.08687 -5.39143
H 1.92421 -1.52497 -3.76762
H 1.46195 -3.91530 2.06476
H -2.83271 0.50684 3.55273
H -0.26744 -3.67833 5.40452
H 1.09817 -3.93559 4.31940
H -1.67741 -5.17901 4.01594
H -0.21529 -6.00976 4.55884
H -0.34155 -5.41856 2.89430
H -2.23361 -0.57419 5.39123
H -1.70462 -2.17396 5.91273
H -4.13689 -1.61650 4.14899
H -4.18553 -2.02061 5.87072
H -3.61718 -3.21011 4.69054
H 4.78262 -3.43631 -2.05561
H 4.08409 -2.22205 -3.13424
H 3.30312 -5.17877 -3.05236
H 4.28990 -4.39403 -4.28557
H 2.58915 -3.96906 -4.11654
H 4.14910 -4.91719 -0.37030
H 2.95971 -5.13131 0.91362
H 5.03190 -2.88582 0.81639
H 5.15950 -4.32734 1.84114
H 3.87120 -3.14321 2.11076
H 1.60127 -0.22344 -5.45197
H 0.32617 0.69005 -6.24732
H 0.18837 -2.28794 -5.56437
H 0.45423 -1.60273 -7.17412
H -1.09142 -1.36584 -6.34947
O 2.18719 4.30635 3.95068
C 1.66050 3.28651 3.22250
C 1.30789 2.05127 3.77727
C 0.77963 1.07128 2.96946
N 0.55477 1.22945 1.65909
C 0.92505 2.40506 1.14534
Br 0.69606 2.45604 -0.69844
C 1.47175 3.45502 1.84925
H 2.24585 4.04339 4.87635
H 1.44993 1.85798 4.82980
H 0.53134 0.10724 3.37658
H 1.75771 4.36850 1.35712
I 4.53715 1.46767 -1.50552
C 1.79126 -0.36351 0.15967
H 2.25150 -0.50710 1.13781
H 2.42228 0.21556 -0.51371
*
```

Calculated values
HOMO-LUMO gap (alpha / beta)	0.1382 / 0.1895	Ha
<S²>	6.28

Entry 4:
Computed, not measured: a structure of composition C42H51N3O5PRuSiTe, with wB97M-V/def2-TZVPD.

ORCA input file:
```
! wB97M-V def2-TZVPD RIJCOSX def2/J DEFGRID3
* xyz 2 2
Ru 0.58201 -0.06716 0.53796
C 3.27490 1.33051 -0.25484
C 4.03824 0.23303 0.12752
C 4.22815 -0.06235 1.47150
C 3.62721 0.72276 2.43884
C 2.84351 1.80968 2.06037
C 2.66989 2.13207 0.71267
H 3.20633 1.61074 -1.29561
H 4.53789 -0.35832 -0.62937
H 4.86378 -0.89000 1.75746
H 3.77961 0.51188 3.48953
H 2.41633 2.45248 2.82178
H 2.15304 3.03795 0.42317
C -0.96373 -4.76641 2.24868
C -1.09927 -3.53046 1.39863
O 0.13022 -3.26885 0.67158
P 1.20433 -2.16492 0.99911
O 2.43850 -2.64974 0.16647
C 2.61007 -2.63000 -1.27440
C 2.07430 -3.88828 -1.90753
O 1.70709 -2.34344 2.47869
C 2.82099 -3.19678 2.92843
C 2.40805 -4.63826 3.05216
H -1.91582 -4.96403 2.74406
H -0.20441 -4.63115 3.01749
H -0.70767 -5.63537 1.64423
H -1.34460 -2.66000 2.00154
H -1.86033 -3.65249 0.62780
H 3.68278 -2.52515 -1.41982
H 2.12921 -1.72866 -1.66381
H 2.60082 -4.76514 -1.53373
H 2.22564 -3.83824 -2.98707
H 1.00894 -4.00332 -1.71254
H 3.10165 -2.76329 3.88516
H 3.63538 -3.06327 2.22203
H 1.62716 -4.76812 3.80029
H 3.27291 -5.22232 3.36950
H 2.06526 -5.03948 2.09764
C -3.44133 -2.06849 -2.60501
N -2.83646 -1.54934 -1.38853
C -3.56526 -1.11000 -0.21854
C -2.45970 -0.53404 0.63958
O -2.60288 -0.02863 1.72129
N -1.25333 -0.73766 -0.01941
C -1.54707 -1.28651 -1.22882
N -0.64003 -1.56557 -2.15843
H -4.49655 -2.24186 -2.41349
H -2.99087 -3.02022 -2.88892
H -3.35247 -1.34801 -3.42048
H -4.07031 -1.92915 0.29719
H -4.28433 -0.32597 -0.45569
H 0.18752 -0.98386 -2.15103
H -0.96594 -1.84116 -3.07222
C -1.04205 1.86565 3.36228
Te 0.20842 0.15906 3.13392
C -1.31024 -0.93838 4.15228
C -2.08619 0.14001 4.86981
C -2.95661 -0.20793 5.90068
C -3.70033 0.76440 6.54382
C -3.57707 2.09629 6.16525
C -2.71112 2.44740 5.14579
C -1.96288 1.47152 4.49102
H -1.57616 2.06048 2.43628
H -0.40236 2.70857 3.61895
H -0.80162 -1.61939 4.83232
H -1.93940 -1.48985 3.46330
H -3.04688 -1.24498 6.20086
H -4.37029 0.48771 7.34646
H -4.15041 2.86031 6.67244
H -2.60873 3.48622 4.85646
O 0.59951 0.62780 -1.18987
Si 0.20774 1.77006 -2.36078
C 1.01783 3.40211 -2.03557
C 2.25915 3.70327 -2.60468
C 2.89472 4.90766 -2.34130
C 2.29163 5.83863 -1.50680
C 1.04948 5.56900 -0.94554
C 0.41867 4.36331 -1.21182
C -1.65502 1.94389 -2.25944
C -2.23450 2.21260 -1.01408
C -3.58828 2.48089 -0.87835
C -4.40934 2.46531 -1.99972
C -3.86290 2.18730 -3.24530
C -2.50107 1.93929 -3.37162
C 0.87349 1.04071 -3.94422
C 0.48987 1.50345 -5.20721
C 1.05216 0.98824 -6.36567
C 2.03425 0.00959 -6.28979
C 2.46366 -0.43618 -5.04803
C 1.88925 0.07999 -3.89430
H 2.73342 2.99126 -3.27328
H 3.85308 5.12629 -2.79372
H 2.78117 6.78302 -1.30822
H 0.57030 6.30545 -0.31351
H -0.56142 4.17904 -0.78627
H -1.61116 2.24515 -0.12255
H -4.00141 2.70410 0.09847
H -5.46667 2.67728 -1.90520
H -4.49449 2.18545 -4.12433
H -2.10692 1.74026 -4.36245
H -0.24394 2.29799 -5.30354
H 0.73464 1.36129 -7.33038
H 2.47652 -0.38712 -7.19390
H 3.25823 -1.16909 -4.98099
H 2.27292 -0.24002 -2.93106
*
```

Calculated values
ΔE to the lowest compared entry with this formula, charge and spin	13.8	kJ/mol
HOMO-LUMO gap (alpha / beta)	0.2760 / 0.2306	Ha
<S²>	0.76